A cluster of 4 separate species, C15H24NO10 in total at a distorted geometry. Source: the OMol25 dataset; level of theory: wB97M-V/def2-TZVPD.

F_max   3.7 eV/A
ΔE to the lowest compared entry with this formula, charge and spin   229.82 kJ/mol
Electronic energy   -1393.04597 Ha
HOMO-LUMO gap   4.84 eV
HOMO energy   -2.9196 eV
Total charge   -1

Element x y z (Å)
O1 -6.797209 -1.901769 21.483348
H1 -6.363353 -1.166043 21.995574
H2 -6.410239 -2.780945 21.788712
H3 -6.443280 -1.714650 20.580969
C1 -3.472215 -4.746955 22.885054
C2 -2.649540 -5.796260 22.285906
C3 -3.160393 -6.412690 20.878830
O2 -2.406664 -7.166413 20.272473
C4 -4.443035 -5.988063 20.374152
C5 -5.150841 -4.985491 20.977293
C6 -4.614065 -4.351807 22.237584
O3 -5.163260 -3.294136 22.797643
O4 -6.285867 -4.603739 20.558442
O5 -1.668080 -6.364287 22.756784
H4 -3.108579 -4.354309 23.822824
H5 -4.770257 -6.448570 19.451411
C7 -3.716729 -2.179471 19.276757
O6 -4.380661 -1.622339 20.438697
C8 -3.856177 -0.328279 20.724254
C9 -4.408123 0.027364 22.148603
N1 -5.773448 0.516341 22.138277
C10 -6.052067 1.106306 23.492703
C11 -6.218298 0.058941 24.564218
O7 -7.045463 -0.943965 24.035617
C12 -7.206950 -2.113390 24.829948
H6 -4.188899 -3.157053 19.178228
H7 -2.662141 -2.385299 19.467071
H8 -3.833104 -1.627878 18.342066
H9 -4.206461 0.330486 19.921538
H10 -2.765541 -0.268716 20.715039
H11 -3.687915 0.676636 22.665456
H12 -4.316081 -0.882782 22.750270
H13 -5.719237 1.417824 21.672108
H14 -6.900489 1.770518 23.317138
H15 -5.203675 1.768513 23.696632
H16 -6.753411 0.401269 25.457754
H17 -5.233106 -0.297510 24.883229
H18 -8.278101 -2.302044 24.743795
H19 -6.986539 -1.935355 25.885418
H20 -6.585440 -2.903605 24.403883
C13 -10.386048 -1.379766 17.666564
C14 -9.956334 0.060010 17.227158
O8 -8.730878 0.181438 17.977878
C15 -8.298253 -0.984980 18.419319
O9 -7.258939 -1.173226 18.974347
O10 -9.287218 -1.908915 18.314689
H21 -10.636232 -1.955162 16.773588
H22 -11.245945 -1.336535 18.336343
H23 -10.737302 0.684936 17.652500
H24 -9.859909 0.141843 16.148848

Atoms 1-3, force components in eV/Å:
O -0.60 1.19 -0.85
H -0.72 -0.29 0.18
H 1.19 -0.94 0.68